Below is C40H46NO4P2Ta as an isolated structure, with properties calculated with ωB97M-V/def2-TZVPD.

Geometry (Å):
H 0.741 -3.562 -3.128
H -4.319 1.438 5.701
C 2.881 -2.600 -4.545
H -2.140 -1.765 3.934
C 0.605 -2.963 1.467
H 2.404 -2.075 2.298
C 2.707 -2.647 -3.042
H 1.851 3.306 -1.817
H 4.713 -1.997 -2.590
H 3.590 -1.822 -4.827
H -2.015 -2.021 -0.769
C -1.690 0.195 3.151
H 2.874 0.167 5.660
P 0.784 -0.746 -2.806
C 0.390 -4.320 1.241
C 0.258 2.583 -3.999
C -1.895 1.575 3.322
N -2.363 -0.011 -0.444
C 1.690 -3.683 -2.602
P -0.404 -0.358 1.992
H 2.096 -1.649 0.614
H 2.367 0.583 -0.161
H -4.409 -2.599 -1.013
C 2.017 -2.451 1.352
C -1.494 4.866 -0.339
H 1.669 2.135 0.227
H 3.129 0.651 -4.083
C 2.627 0.353 4.624
H 0.729 -0.644 4.730
O 0.041 -1.039 -4.018
H -0.380 3.069 3.439
C -3.424 3.468 -0.030
C -2.841 4.725 -0.032
C -1.047 2.641 2.686
C -2.667 2.347 -0.349
H -2.974 -4.503 1.526
C 1.429 -0.105 4.103
H -1.657 3.446 2.279
H 1.660 0.499 -5.086
H -3.807 -0.985 5.529
C -0.732 3.746 -0.634
C -0.515 -2.159 1.757
H -0.996 -5.945 1.093
C 1.633 1.060 0.508
H -3.437 5.595 0.207
H -2.663 -2.115 1.919
O 0.934 0.850 -2.423
H -6.106 -0.767 -0.822
C 3.203 1.313 2.485
H 2.799 3.558 -3.271
H 3.211 2.225 -2.190
C -1.793 -2.732 1.745
C -3.261 1.000 -0.406
H 2.072 -4.677 -2.837
C 1.136 0.139 2.765
H 2.671 -3.258 1.024
C 2.276 1.182 -4.503
C -5.049 -0.558 -0.718
H 3.277 -3.558 -4.884
C -1.292 2.462 -0.657
H -0.329 3.076 -3.226
C -4.117 -1.577 -0.819
C -3.576 1.085 4.998
Ta -0.223 0.622 -0.464
C 3.509 1.060 3.814
H 0.317 3.895 -0.846
C -2.362 -0.710 3.979
H 1.247 -4.950 1.037
C 1.479 1.900 -3.430
H 0.581 3.339 -4.715
C -2.866 1.990 4.230
H 3.897 1.867 1.865
C -1.977 -4.082 1.510
H 3.874 -2.778 -1.234
H 1.521 -3.628 -1.525
H -4.470 3.371 0.229
H -0.403 2.274 1.889
C 2.006 0.852 1.947
H -3.037 3.052 4.357
O 2.217 -1.287 -2.588
C 4.024 -2.795 -2.313
C -3.300 -0.271 4.895
H 4.441 1.422 4.226
H -0.369 1.862 -4.524
H -5.322 1.560 -0.508
C 2.383 2.794 -2.615
H 4.480 -3.748 -2.584
H 1.930 -2.426 -5.048
H 2.656 1.947 -5.180
C -0.875 -4.884 1.269
C -2.781 -1.266 -0.683
C -4.615 0.744 -0.524
O 0.001 -1.021 -1.433
H -1.038 5.847 -0.342

Kohn-Sham gap = 7.3 eV
charge = +2
multiplicity = 1
energy = -2646.9884 Eh